Formula: C5H14NP
Source: OMol25
Level of theory: the ωB97M-V functional and the def2-TZVPD basis

ORCA input file:
```
! RIJCOSX wB97M-V def2-TZVPD def2/J DEFGRID3
* xyz 0 1
C 1.9912 -1.9049 -1.7727
C 0.0025 1.8136 2.1608
C -1.8766 -0.2559 0.9881
C -0.4659 1.5725 -0.8552
C 0.6685 -1.8537 -1.1434
N 0.9926 -0.3598 0.8287
P -0.1438 0.6404 0.7020
H 2.4554 -1.0158 -1.5664
H 2.5686 -2.6629 -1.2175
H 1.7672 -2.1472 -2.7798
H -0.3277 1.3071 2.9737
H 1.0402 2.1388 2.1403
H -0.7990 2.6538 2.2013
H -2.5332 0.3345 1.4915
H -2.1503 -0.6488 -0.0055
H -1.5177 -1.0008 1.5954
H -1.3568 2.3638 -0.7502
H 0.3794 2.1173 -1.2651
H -0.9197 0.7611 -1.6297
H 0.3368 -2.5063 -0.4408
H -0.1118 -1.3467 -1.6552
*
```

## Properties
HOMO-LUMO gap (spin up / spin down): 8.752 / 7.660 eV
Relative energy (zero: lowest compared OMol25 entry of this formula, charge and spin): 4.636 eV
E: -16185.7863 eV
Strongest force on any atom: 0.0945 hartree/bohr

These are the natural (NBO) partial charges, in e, on atoms 1 to 8:
1. C -0.69
2. C -0.94
3. C -0.93
4. C -1.01
5. C -0.10
6. N -1.11
7. P 1.66
8. H 0.25

Formula: C4H5NO
Source: OMol25
Level of theory: the ωB97M-V functional and the def2-TZVPD basis

ORCA input file:
```
! RIJCOSX wB97M-V def2-TZVPD def2/J DEFGRID3
* xyz 0 1
O -2.1730 0.9871 -0.9280
C -1.2398 0.8262 -0.2482
N -0.2638 0.6740 0.4713
C 1.0213 0.3815 -0.1331
C 1.1509 -1.0464 -0.4292
C 1.2405 -2.2177 -0.6845
H -2.3343 1.0658 1.5484
H -1.6432 0.9119 1.7946
H 1.1181 0.9729 -1.0476
H 1.7954 0.7018 0.5653
H 1.3278 -3.2571 -0.9091
*
```

## Properties
HOMO-LUMO gap: 11.197 eV
Relative energy (zero: lowest compared OMol25 entry of this formula, charge and spin): 3.512 eV
E: -7763.0148 eV
Strongest force on any atom: 0.0209 hartree/bohr
SMILES string: C#CCN=C=O.[H][H]

These are the natural (NBO) partial charges, in e, on atoms 1 to 8:
1. O -0.48
2. C 0.90
3. N -0.59
4. C -0.28
5. C -0.04
6. C -0.20
7. H -0.05
8. H 0.04

Formula: C8H17P2Tb
Source: OMol25
Level of theory: the ωB97M-V functional and the def2-TZVPD basis

ORCA input file:
```
! RIJCOSX wB97M-V def2-TZVPD def2/J DEFGRID3
* xyz 0 7
C 1.7927 0.8870 -1.2507
C 1.9421 0.1196 -2.4023
C 1.3075 0.7573 -3.5075
C 0.7369 1.9984 -3.0971
C 0.9422 2.1971 -1.7333
Tb -0.6980 1.3798 1.6525
P 1.6185 0.5277 2.8572
H 2.1989 0.7328 -0.2492
H 2.4728 -0.8320 -2.4536
H 1.2793 0.3631 -4.5218
H 0.6864 3.0504 -1.0983
H 0.2138 2.6916 -3.7571
H 2.6755 1.5015 3.0613
H 2.4232 -0.5424 2.3116
H 1.5340 0.0383 4.2169
C -1.0291 -2.7458 0.4152
P -0.7992 -1.0529 0.9296
C -1.6034 0.0568 -0.3282
C -2.0449 -0.6416 2.2796
H -1.4680 -2.7987 -0.5947
H -1.6763 -3.2914 1.1218
H -0.0433 -3.2416 0.3923
H -2.3972 -0.6019 -0.6942
H -2.1442 1.0020 0.0286
H -0.9225 0.3075 -1.1445
H -2.7552 -1.4552 2.1052
H -1.6034 -0.7297 3.2805
H -2.6391 0.3222 2.1801
*
```

## Properties
HOMO-LUMO gap (spin up / spin down): 5.084 / 4.313 eV
E: -49574.5260 eV
Strongest force on any atom: 0.0850 hartree/bohr
Expectation value of S²: 12.77

These are the Mulliken partial charges, in e, on atoms 1 to 8:
1. C -0.39
2. C -0.74
3. C -0.37
4. C -0.58
5. C -0.56
6. Tb 0.11
7. P -0.16
8. H 0.43

Formula: H3O3P
Source: OMol25
Level of theory: the ωB97M-V functional and the def2-TZVPD basis

ORCA input file:
```
! RIJCOSX wB97M-V def2-TZVPD def2/J DEFGRID3
* xyz 0 1
O 1.0922 -0.2990 -0.6083
O -1.1990 -1.0788 0.1999
O -0.3200 1.1262 0.7729
P -0.4616 0.2781 -0.5838
H 1.4158 -0.6768 -1.3459
H -0.4048 -1.3622 0.7516
H -0.1226 2.0125 0.8136
*
```

## Properties
HOMO-LUMO gap: 10.702 eV
Relative energy (zero: lowest compared OMol25 entry of this formula, charge and spin): 0.343 eV
E: -15481.2517 eV
Strongest force on any atom: 0.1014 hartree/bohr
SMILES string: OP(O)O

Charges in e, computed with natural (NBO), in the same order as the atoms:
1. O -1.01
2. O -0.98
3. O -1.01
4. P 1.51
5. H 0.49
6. H 0.48
7. H 0.50

Formula: C19H28N6O4PbS
Source: OMol25
Level of theory: the ωB97M-V functional and the def2-TZVPD basis

ORCA input file:
```
! RIJCOSX wB97M-V def2-TZVPD def2/J DEFGRID3
* xyz 0 1
Pb -0.3491 -1.6743 0.0941
S 2.3597 -0.7897 -0.1282
C 3.0081 0.0287 1.2785
C 4.3937 -0.0120 1.5213
C 4.9176 0.6655 2.5980
C 4.0667 1.3857 3.4327
C 2.7215 1.3679 3.1356
N 2.1887 0.7132 2.0925
H 5.0243 -0.5767 0.8490
H 5.9822 0.6338 2.7964
H 4.4378 1.9369 4.2856
H 2.0138 1.9032 3.7618
N -0.1940 -1.2513 2.8445
C -1.3501 -0.7488 3.5967
C -2.4237 -1.8208 3.7956
C -2.8108 -2.6603 2.5742
C -3.5847 -1.9477 1.4704
N -2.8085 -0.8733 0.8196
H 0.2354 -2.0334 3.3292
H 0.5207 -0.5272 2.7593
H -1.7487 0.1089 3.0522
H -1.0608 -0.3760 4.5849
H -3.3178 -1.3366 4.2014
H -2.0682 -2.5051 4.5724
H -3.4411 -3.4830 2.9209
H -1.9157 -3.1219 2.1476
H -4.5290 -1.5674 1.8741
H -3.8246 -2.6697 0.6903
H -2.9131 0.0067 1.3079
H -3.1373 -0.7557 -0.1342
O -2.0918 -2.5969 -5.9893
C -0.8502 -2.1612 -5.9678
O -0.1863 -1.9972 -6.9656
C -0.2657 -1.8602 -4.6295
C 1.0277 -1.4188 -4.4636
N 1.2157 -1.2367 -3.1486
N 0.1160 -1.5392 -2.4424
C -0.7951 -1.9214 -3.3224
C -2.1530 -2.3412 -2.8032
O -2.9984 -2.6653 -3.6538
O -2.2993 -2.3148 -1.5505
H -2.4852 -2.6374 -5.0614
H 1.7909 -1.2325 -5.2015
H 2.0416 -0.9290 -2.6513
C 0.8989 3.7802 0.3866
C 0.4106 3.1067 -0.9027
C 1.5941 2.8052 -1.8352
C -0.6452 3.9614 -1.6128
C -0.1836 1.8086 -0.5377
N -0.5564 0.7528 -0.3024
H 1.3867 4.7213 0.1286
H 1.6129 3.1428 0.9104
H 0.0658 3.9933 1.0580
H 2.0733 3.7464 -2.1088
H 1.2559 2.3076 -2.7454
H 2.3242 2.1630 -1.3400
H -0.1868 4.9028 -1.9182
H -1.4841 4.1825 -0.9517
H -1.0257 3.4575 -2.5019
*
```

## Properties
HOMO-LUMO gap: 8.063 eV
Relative energy (zero: lowest compared OMol25 entry of this formula, charge and spin): 0.417 eV
E: -53373.5574 eV
Strongest force on any atom: 0.0112 hartree/bohr

These are the natural (NBO) partial charges, in e, on atoms 1 to 8:
1. Pb 1.35
2. S -0.48
3. C 0.09
4. C -0.26
5. C -0.16
6. C -0.30
7. C 0.03
8. N -0.53

Formula: C18H33Cl20FN3O2
Source: OMol25
Level of theory: the ωB97M-V functional and the def2-TZVPD basis

ORCA input file:
```
! RIJCOSX wB97M-V def2-TZVPD def2/J DEFGRID3
* xyz 1 1
C 1.3177 0.3253 2.3578
C 0.9885 -0.9185 2.0342
C 0.3594 -1.3445 0.7425
N 0.2077 -0.3914 -0.3907
C -0.2962 -1.2011 -1.3847
N -0.9898 -0.7531 -2.3723
F -1.2723 0.5588 -2.4755
N 0.0317 -2.5622 -1.2295
C 0.8821 -2.5612 -0.0054
C 2.3922 -2.8422 -0.1280
C 3.1457 -1.9364 -1.1262
O 2.4994 -1.8555 -2.4141
C 2.4194 -0.5603 -2.8355
O 1.4931 -0.1698 -3.4513
H 0.8472 1.1252 1.7875
H 2.0462 0.4854 3.1558
H 1.1346 -1.7183 2.7703
H -0.6964 -1.6335 0.9597
H -0.3891 0.4075 -0.1838
H -1.3384 -1.3410 -3.1254
H -0.7929 -3.0783 -0.9107
H 0.5219 -3.4364 0.5705
H 2.8669 -2.6713 0.8553
H 2.5707 -3.9011 -0.3647
H 4.1374 -2.4010 -1.2933
H 3.3676 -0.9468 -0.6926
H 3.2655 0.1310 -2.6022
C -3.7773 -2.0941 1.8335
Cl -2.9122 -2.3112 3.3566
Cl -2.9424 -2.8978 0.4848
H -4.7702 -2.5206 1.9286
H -3.8487 -1.0334 1.6161
C -1.0728 2.8921 4.7133
Cl -2.5845 3.3612 3.9301
Cl -0.1248 1.8041 3.6758
H -0.4870 3.7832 4.9141
H -1.3012 2.3812 5.6430
C 5.5044 2.4163 -2.2552
Cl 5.2396 0.7860 -1.6050
Cl 7.1014 3.0261 -1.8246
H 5.4210 2.3810 -3.3368
H 4.7513 3.0820 -1.8446
C -0.2141 -3.6188 6.0114
Cl -1.9249 -4.0099 5.8402
Cl 0.2425 -2.3278 4.8889
H -0.0220 -3.2884 7.0270
H 0.3733 -4.5038 5.7908
C 5.3782 5.7932 0.4173
Cl 4.1280 4.5723 0.1206
Cl 6.0456 5.6484 2.0432
H 6.1766 5.6565 -0.3048
H 4.9371 6.7778 0.3035
C -4.0471 0.4003 -4.7696
Cl -4.7218 -0.8449 -5.8254
Cl -5.3140 1.4180 -4.0822
H -3.5092 -0.0825 -3.9601
H -3.3695 1.0216 -5.3468
C -8.0046 -1.5855 -4.6683
Cl -9.1182 -0.2156 -4.7194
Cl -8.1492 -2.4830 -3.1499
H -8.2313 -2.2533 -5.4932
H -6.9897 -1.2134 -4.7563
C -5.4378 4.7199 1.0423
Cl -3.7883 4.7378 0.4036
Cl -5.4994 4.0043 2.6573
H -5.8034 5.7397 1.0972
H -6.0644 4.1359 0.3767
C 2.6149 -1.3585 -6.2351
Cl 1.0411 -0.8968 -6.8934
Cl 3.4862 -2.4344 -7.3308
H 3.2054 -0.4609 -6.0815
H 2.4615 -1.8698 -5.2911
C 2.9781 -0.3405 6.3162
Cl 2.9761 1.0533 7.3993
Cl 3.7997 0.0257 4.7911
H 3.4948 -1.1624 6.8014
H 1.9537 -0.6193 6.1025
*
```

## Properties
HOMO-LUMO gap: 9.444 eV
E: -280922.0533 eV
Strongest force on any atom: 0.0503 hartree/bohr

These are the Mulliken partial charges, in e, on atoms 1 to 8:
1. C -1.44
2. C -0.08
3. C 1.25
4. N -0.25
5. C -0.24
6. N 0.31
7. F -0.16
8. N -0.23